1.
ORCA calculation (the ωB97M-V functional and the def2-TZVPD basis) on a structure of composition C26H30BrIN3O4SbSn.

Net charge   +2
Strongest force on any atom   0.4 eV/Å
DFT total energy   -4799.7077 hartree
2S+1   1

Positions of all 67 atoms, in Å:
1 Sn 0.388 -0.567 -0.974
2 C -3.677 -1.341 -2.643
3 C -3.382 0.108 -2.421
4 N -4.379 0.974 -2.459
5 C -4.137 2.277 -2.288
6 C -2.889 2.810 -2.050
7 C -2.733 4.299 -1.841
8 O -1.709 4.873 -2.643
9 C -1.803 1.906 -1.991
10 C -0.477 2.414 -1.715
11 N 0.534 1.696 -1.350
12 C 1.745 2.334 -0.971
13 C 1.757 3.530 -0.256
14 C 2.960 4.115 0.110
15 C 4.164 3.507 -0.216
16 C 4.174 2.304 -0.910
17 C 2.968 1.736 -1.278
18 I 2.930 -0.091 -2.304
19 C -2.065 0.546 -2.189
20 O -1.083 -0.375 -2.237
21 H -4.753 -1.489 -2.626
22 H -3.206 -1.966 -1.883
23 H -3.292 -1.664 -3.613
24 H -4.999 2.931 -2.356
25 H -2.461 4.513 -0.804
26 H -3.694 4.786 -2.014
27 H -2.056 5.066 -3.520
28 H -0.342 3.488 -1.824
29 H 0.822 4.013 -0.001
30 H 2.956 5.051 0.652
31 H 5.101 3.968 0.066
32 H 5.112 1.829 -1.164
33 Br -2.411 -7.699 0.017
34 C -1.022 -6.651 -0.682
35 C 0.042 -7.257 -1.352
36 N 1.063 -6.582 -1.869
37 C 1.058 -5.263 -1.748
38 C 0.043 -4.573 -1.090
39 C -1.025 -5.281 -0.537
40 C 0.097 -3.125 -0.955
41 O 0.974 -2.431 -1.641
42 O -0.653 -2.460 -0.196
43 H 0.059 -8.334 -1.472
44 H 1.895 -4.729 -2.183
45 H -1.825 -4.771 -0.019
46 C -1.205 -1.819 3.028
47 C 0.303 -1.599 3.012
48 Sb 0.903 -0.030 1.715
49 C -0.173 1.707 2.312
50 C -0.121 1.864 3.830
51 C 2.994 0.319 1.949
52 C 3.485 -0.047 3.347
53 H -1.452 -2.541 3.806
54 H -1.569 -2.207 2.078
55 H -1.749 -0.902 3.261
56 H 0.863 -2.488 2.721
57 H 0.678 -1.282 3.987
58 H -1.194 1.601 1.943
59 H 0.288 2.547 1.796
60 H -0.561 1.011 4.347
61 H -0.691 2.747 4.120
62 H 0.898 2.003 4.193
63 H 3.149 1.374 1.712
64 H 3.496 -0.267 1.178
65 H 3.009 0.553 4.123
66 H 4.559 0.133 3.408
67 H 3.319 -1.100 3.577

Atom charges from the Löwdin analysis, given in e for atoms 1 to 4: number 1, Sn, carries 1.01; number 2, C, carries 0.00; number 3, C, carries -0.24; number 4, N, carries 0.16



2.
ORCA calculation (the ωB97M-V functional and the def2-TZVPD basis) on a structure of composition C18H37NO2 at a distorted geometry.

Strongest force on any atom   19.9 eV/Å
DFT total energy   -912.6462 hartree
2S+1   1

Positions of all 58 atoms, in Å:
1 C 2.991 -0.411 -0.032
2 C 2.271 -1.495 0.743
3 C 1.820 -2.703 -0.045
4 C 1.040 -3.596 0.810
5 C 0.512 -4.738 -0.124
6 C -0.611 -4.443 -0.904
7 C -2.025 -4.042 -0.161
8 C -2.878 -3.816 -1.366
9 C -2.611 -2.592 -2.245
10 C -2.476 -1.368 -1.467
11 C -2.143 -0.164 -2.247
12 C -1.929 1.250 -1.648
13 C -0.801 1.331 -1.175
14 C -0.454 2.576 -0.247
15 H -1.217 2.804 0.337
16 H -0.684 3.495 -0.931
17 C 0.707 2.755 0.299
18 C 1.027 4.177 0.945
19 O 0.850 5.016 0.268
20 N 1.732 4.171 2.207
21 H 2.048 3.364 2.459
22 C 2.178 5.466 2.943
23 H 2.864 5.943 2.162
24 H 2.689 5.153 3.810
25 C 1.228 6.277 2.999
26 O 0.611 7.114 2.099
27 H 0.369 6.740 1.201
28 H 0.253 5.573 3.441
29 H 1.163 6.981 4.093
30 H 1.568 2.537 -0.385
31 H 1.107 1.950 1.127
32 H -0.527 0.540 -0.359
33 H 0.076 1.095 -1.732
34 H -2.289 2.058 -2.415
35 H -2.902 1.343 -0.884
36 H -1.348 -0.433 -2.954
37 H -3.139 -0.078 -3.109
38 H -3.376 -1.210 -0.493
39 H -1.483 -1.446 -0.812
40 H -3.481 -2.454 -2.666
41 H -2.006 -2.928 -2.761
42 H -3.920 -3.584 -0.452
43 H -3.153 -4.625 -1.870
44 H -2.298 -4.891 0.332
45 H -1.610 -3.197 0.379
46 H -0.754 -5.537 -1.612
47 H -0.337 -3.766 -1.630
48 H 1.270 -5.306 -0.502
49 H 0.352 -5.577 0.758
50 H 0.281 -2.993 1.480
51 H 1.825 -3.923 1.608
52 H 1.129 -2.172 -0.799
53 H 2.651 -3.194 -0.658
54 H 1.349 -0.903 1.330
55 H 2.850 -1.832 1.595
56 H 3.849 -0.928 -0.377
57 H 3.417 0.529 0.421
58 H 2.374 0.109 -0.782

Atom charges from the Löwdin analysis, given in e for atoms 1 to 4: number 1, C, carries -0.14; number 2, C, carries -0.31; number 3, C, carries -0.29; number 4, C, carries -0.24



3.
ORCA calculation (the ωB97M-V functional and the def2-TZVPD basis) on a cluster of 9 separate species, C54H45F9 in total.

SMILES   Fc1ccccc1.Fc1ccccc1.Fc1ccccc1.Fc1ccccc1.Fc1ccccc1.Fc1ccccc1.Fc1ccccc1.Fc1ccccc1.Fc1ccccc1
Strongest force on any atom   1.0 eV/Å
DFT total energy   -2983.4987 hartree
2S+1   1

Positions of all 108 atoms, in Å:
1 F 3.583 1.662 -4.285
2 C 3.269 0.376 -4.567
3 C 4.271 -0.495 -4.936
4 C 3.938 -1.795 -5.286
5 C 2.607 -2.198 -5.254
6 C 1.628 -1.332 -4.792
7 C 1.955 -0.022 -4.484
8 H 5.293 -0.133 -4.921
9 H 4.698 -2.474 -5.647
10 H 2.386 -3.213 -5.563
11 H 0.602 -1.678 -4.781
12 H 1.172 0.645 -4.144
13 F -3.084 -0.415 -1.744
14 C -4.385 -0.746 -1.644
15 C -4.739 -1.820 -0.843
16 C -6.067 -2.191 -0.797
17 C -7.028 -1.473 -1.507
18 C -6.652 -0.399 -2.304
19 C -5.312 -0.051 -2.386
20 H -3.962 -2.393 -0.355
21 H -6.347 -3.044 -0.192
22 H -8.069 -1.754 -1.400
23 H -7.399 0.151 -2.859
24 H -4.973 0.733 -3.053
25 F 2.802 -2.834 8.322
26 C 2.970 -2.015 7.260
27 C 4.162 -1.339 7.122
28 C 4.344 -0.536 6.001
29 C 3.350 -0.441 5.041
30 C 2.151 -1.111 5.221
31 C 1.956 -1.921 6.330
32 H 4.962 -1.478 7.836
33 H 5.287 -0.023 5.882
34 H 3.513 0.154 4.151
35 H 1.407 -1.115 4.432
36 H 1.088 -2.554 6.462
37 F 7.736 1.326 4.951
38 C 6.669 1.610 4.176
39 C 6.512 0.924 2.989
40 C 5.434 1.250 2.178
41 C 4.518 2.210 2.592
42 C 4.690 2.882 3.793
43 C 5.791 2.597 4.590
44 H 7.218 0.156 2.704
45 H 5.280 0.716 1.250
46 H 3.698 2.463 1.929
47 H 3.983 3.621 4.145
48 H 5.907 3.032 5.574
49 F -2.391 6.321 -2.345
50 C -1.417 5.479 -2.756
51 C -0.402 5.156 -1.888
52 C 0.614 4.312 -2.334
53 C 0.552 3.772 -3.609
54 C -0.492 4.090 -4.455
55 C -1.482 4.972 -4.037
56 H -0.446 5.511 -0.866
57 H 1.422 4.082 -1.656
58 H 1.343 3.106 -3.936
59 H -0.577 3.683 -5.454
60 H -2.265 5.299 -4.707
61 F 1.196 2.657 0.313
62 C 1.028 1.328 0.100
63 C 0.334 0.936 -1.016
64 C 0.047 -0.414 -1.183
65 C 0.466 -1.334 -0.242
66 C 1.116 -0.907 0.910
67 C 1.403 0.442 1.089
68 H 0.001 1.690 -1.719
69 H -0.501 -0.702 -2.071
70 H 0.323 -2.404 -0.338
71 H 1.402 -1.604 1.687
72 H 1.938 0.786 1.966
73 F -2.564 2.482 -2.087
74 C -3.222 2.863 -0.973
75 C -4.550 3.224 -1.077
76 C -5.231 3.628 0.064
77 C -4.605 3.606 1.300
78 C -3.285 3.192 1.380
79 C -2.572 2.835 0.244
80 H -5.060 3.231 -2.031
81 H -6.260 3.939 -0.062
82 H -5.143 3.892 2.193
83 H -2.789 3.214 2.343
84 H -1.546 2.505 0.329
85 F -1.587 -3.507 -3.332
86 C -0.613 -4.435 -3.437
87 C 0.624 -4.141 -2.899
88 C 1.632 -5.085 -2.961
89 C 1.391 -6.296 -3.619
90 C 0.138 -6.574 -4.147
91 C -0.876 -5.628 -4.075
92 H 0.757 -3.231 -2.327
93 H 2.623 -4.883 -2.579
94 H 2.173 -7.045 -3.649
95 H -0.064 -7.577 -4.501
96 H -1.852 -5.756 -4.527
97 F -2.911 -3.172 1.676
98 C -2.868 -2.166 2.582
99 C -2.114 -1.043 2.294
100 C -2.018 -0.042 3.250
101 C -2.668 -0.190 4.467
102 C -3.467 -1.305 4.702
103 C -3.573 -2.306 3.756
104 H -1.651 -0.923 1.323
105 H -1.471 0.860 3.012
106 H -2.624 0.618 5.187
107 H -3.965 -1.390 5.659
108 H -4.217 -3.166 3.884

Atom charges from the Löwdin analysis, given in e for atoms 1 to 4: number 1, F, carries 0.05; number 2, C, carries -0.28; number 3, C, carries -0.02; number 4, C, carries -0.08



4.
ORCA calculation (the ωB97M-V functional and the def2-TZVPD basis) on the molecule C30H40N4O2.

SMILES   O=C(CCC1CCCCC1)NCCN1C2=NC[C@@H](Cc3ccccc3)N2C[C@H]1Cc1ccc(O)cc1
Strongest force on any atom   0.6 eV/Å
DFT total energy   -1536.7329 hartree
2S+1   1

Positions of all 76 atoms, in Å:
1 O -1.506 -3.277 3.329
2 C -1.601 -3.111 2.127
3 C -1.972 -4.229 1.167
4 C -0.842 -5.264 1.122
5 C 0.509 -4.688 0.682
6 C 1.613 -5.729 0.885
7 C 2.976 -5.168 0.491
8 C 2.965 -4.710 -0.964
9 C 1.866 -3.676 -1.182
10 C 0.503 -4.232 -0.778
11 N -1.395 -1.919 1.530
12 C -0.825 -0.804 2.244
13 C 0.585 -0.484 1.723
14 N 0.585 0.271 0.496
15 C -0.067 -0.060 -0.639
16 N -0.708 -1.105 -1.022
17 C -1.045 -0.879 -2.420
18 C -0.502 0.535 -2.810
19 C -1.575 1.514 -3.334
20 C -2.246 2.302 -2.239
21 C -2.844 1.677 -1.150
22 C -3.436 2.423 -0.145
23 C -3.456 3.805 -0.219
24 C -2.874 4.437 -1.305
25 C -2.267 3.689 -2.299
26 N 0.040 0.954 -1.545
27 C 0.993 1.936 -1.121
28 C 1.065 1.643 0.395
29 C 0.186 2.618 1.205
30 C 0.779 3.997 1.208
31 C 1.889 4.282 1.993
32 C 2.468 5.537 1.980
33 C 1.942 6.538 1.172
34 O 2.477 7.787 1.123
35 C 0.828 6.264 0.385
36 C 0.259 5.007 0.407
37 H -2.173 -3.827 0.175
38 H -2.874 -4.716 1.542
39 H -0.729 -5.677 2.126
40 H -1.126 -6.078 0.451
41 H 0.735 -3.825 1.318
42 H 1.634 -6.044 1.930
43 H 1.394 -6.609 0.275
44 H 3.747 -5.928 0.637
45 H 3.217 -4.319 1.136
46 H 2.785 -5.571 -1.612
47 H 3.937 -4.289 -1.232
48 H 1.842 -3.372 -2.231
49 H 2.078 -2.785 -0.586
50 H -0.244 -3.454 -0.929
51 H 0.254 -5.083 -1.417
52 H -1.332 -1.846 0.511
53 H -0.781 -1.090 3.299
54 H -1.466 0.078 2.134
55 H 1.113 -1.432 1.559
56 H 1.139 0.094 2.465
57 H -0.586 -1.666 -3.027
58 H -2.128 -0.950 -2.556
59 H 0.289 0.441 -3.569
60 H -1.107 2.214 -4.030
61 H -2.323 0.946 -3.893
62 H -2.846 0.602 -1.074
63 H -3.888 1.920 0.697
64 H -3.921 4.386 0.563
65 H -2.890 5.516 -1.376
66 H -1.805 4.194 -3.137
67 H 0.648 2.954 -1.321
68 H 1.970 1.794 -1.608
69 H 2.095 1.699 0.766
70 H 0.112 2.248 2.230
71 H -0.814 2.632 0.768
72 H 2.304 3.516 2.632
73 H 3.330 5.744 2.601
74 H 3.233 7.844 1.721
75 H 0.424 7.051 -0.232
76 H -0.614 4.809 -0.198

Atom charges from the Löwdin analysis, given in e for atoms 1 to 4: number 1, O, carries 0.05; number 2, C, carries -0.52; number 3, C, carries -0.10; number 4, C, carries -0.16



What did we get for HOMO level? Answer: -0.508 -0.340 -0.335 -0.308 hartree, in the order shown.
What did we get for orbital gap? Answer: 6.9 10.0 9.7 8.9 eV, in the order shown.